{
  "formula": "C5H7N2",
  "method": "wB97M-V/def2-TZVPD",
  "species": ["C", "C", "C", "C", "C", "N", "N", "H", "H", "H", "H", "H", "H", "H"],
  "coordinates": [[-0.33743, 1.58155, 0.00188], [0.89569, 1.12141, -0.09406], [-1.19577, -0.02028, -0.07798], [-2.46593, -0.31770, 0.11692], [2.20764, -0.70972, 0.12892], [-0.10318, -0.84134, -0.22529], [1.01355, -0.23333, -0.01906], [-0.81437, 2.51270, -0.19752], [1.79390, 1.69318, -0.18978], [-2.57522, -1.41540, 0.17393], [-3.39104, 0.20540, 0.32654], [2.19661, -1.77847, 0.16681], [3.03406, -0.00305, 0.16139], [-0.25849, -1.79495, -0.27270]],
  "forces_ev_per_angstrom": [[-1.954, -5.275, -1.379], [-1.198, 3.893, 0.346], [0.277, 6.126, 0.921], [0.498, -2.261, 0.159], [-1.059, -0.755, -0.120], [-2.490, 0.486, -0.080], [4.027, -0.481, -0.169], [-0.059, 0.488, 0.381], [0.381, 0.078, 0.094], [-0.446, 0.399, -0.159], [0.652, 0.645, -0.266], [0.964, -0.446, 0.084], [-0.194, -0.556, 0.114], [0.602, -2.340, 0.076]],
  "mol_weight_g_mol": 95.12,
  "de_lowest_kcal_mol": 122.4,
  "e_tot_ev": -8267.4690,
  "charge": 1,
  "gap_ev": 8.14
}